Record 1
Formula: H2N4O4PS
Source: OMol25
Level of theory: wB97M-V/def2-TZVPD

## Properties
Energy relative to the best compared isomer or geometry (same formula, charge and spin), kcal per mole: 43.5
HOMO, eV: -4.80
SMILES: NS[P@@](=O)([O-])/N=N/[N+](=O)[O-]

Structure (ORCA input):
```
! wB97M-V def2-TZVPD RIJCOSX def2/J DEFGRID3
* xyz -1 1
N 0.58 -0.85 -0.62
N 1.55 -0.56 -0.02
N -1.07 1.62 0.06
N 0.30 -0.94 -1.94
O -0.13 0.15 -2.33
O 1.19 -0.35 3.11
O 0.28 -2.04 -2.50
O -0.83 -0.91 1.54
P 0.44 -0.28 1.87
S 0.08 1.77 1.44
H -0.59 1.51 -0.77
H -1.81 0.89 0.18
*
```

---

Record 2
Formula: H2NO2P
Source: OMol25
Level of theory: wB97M-V/def2-TZVPD

## Properties
Energy relative to the best compared isomer or geometry (same formula, charge and spin), kcal per mole: 43.8
HOMO, eV: -9.92
SMILES: NOP=O

Structure (ORCA input):
```
! wB97M-V def2-TZVPD RIJCOSX def2/J DEFGRID3
* xyz 0 1
N 0.13 -0.02 -0.17
O 2.04 -2.48 1.74
O 0.73 -0.98 0.63
P 2.07 -1.90 0.41
H 0.39 -0.18 -1.13
H 0.47 0.92 -0.03
*
```

---

Record 3
Formula: H2NO3S
Source: OMol25
Level of theory: wB97M-V/def2-TZVPD

## Properties
Energy relative to the best compared isomer or geometry (same formula, charge and spin), kcal per mole: 63.4
HOMO, eV: -3.66

Structure (ORCA input):
```
! wB97M-V def2-TZVPD RIJCOSX def2/J DEFGRID3
* xyz -1 1
N -0.46 0.44 -0.10
O -0.76 1.69 2.20
O 1.00 0.04 1.92
O 0.13 -0.98 -0.22
S 0.34 1.23 1.33
H -0.18 1.07 -0.85
H 0.57 -1.07 0.70
*
```

---

Record 4
Formula: H2NO3S2
Source: OMol25
Level of theory: wB97M-V/def2-TZVPD

## Properties
Energy relative to the best compared isomer or geometry (same formula, charge and spin), kcal per mole: 33.8
HOMO, eV: -4.47
SMILES: NOS(=O)(=O)[S-]

Structure (ORCA input):
```
! wB97M-V def2-TZVPD RIJCOSX def2/J DEFGRID3
* xyz -1 1
N 1.45 0.18 -0.57
O -0.45 -0.89 1.53
O 0.32 -0.64 -0.88
O -2.10 -0.85 -0.36
S -1.08 1.68 0.22
S -0.90 -0.29 0.24
H 0.82 1.08 -0.39
H 1.93 -0.26 0.21
*
```

---

Record 5
Formula: H2NO4S2
Source: OMol25
Level of theory: wB97M-V/def2-TZVPD

## Properties
Energy relative to the best compared isomer or geometry (same formula, charge and spin), kcal per mole: 3.3
HOMO, eV: -4.20

Structure (ORCA input):
```
! wB97M-V def2-TZVPD RIJCOSX def2/J DEFGRID3
* xyz -1 1
N -0.03 -0.69 -0.56
O 1.51 0.97 0.78
O 2.55 0.23 -1.23
O 0.74 1.76 -1.35
O -0.81 0.38 1.70
S -1.33 0.26 0.13
S 1.34 0.71 -0.61
H -0.30 -0.77 -1.50
H -0.06 1.00 1.67
*
```

---

Record 6
Formula: H2NOP
Source: OMol25
Level of theory: wB97M-V/def2-TZVPD

## Properties
Energy relative to the best compared isomer or geometry (same formula, charge and spin), kcal per mole: 51.7
HOMO, eV: -10.67

Structure (ORCA input):
```
! wB97M-V def2-TZVPD RIJCOSX def2/J DEFGRID3
* xyz 0 1
N 0.88 0.96 0.01
O -1.01 -0.74 -1.53
P -0.32 -0.16 -0.36
H -0.54 -1.17 0.78
H 0.98 1.11 1.10
*
```

---

- What is the formula in the first record?
  H2N4O4PS